{
  "formula": "H2N3O2S",
  "method": "ωB97M-V with the def2-TZVPD basis set",
  "lumo_ev": [3.95, 3.95],
  "total_charge": -1,
  "e_above_lowest_kj_mol": 224.0,
  "homo_energy_ha": [-0.1199, -0.1200],
  "fmax_ev_per_a": 3.32,
  "species": ["O", "N", "H", "N", "S", "H", "N", "O"],
  "coordinates": [[3.497646, -0.856097, -0.117443], [1.237868, -0.853805, 0.209006], [0.196446, 0.872419, 0.123617], [-0.009086, -0.172278, 0.390486], [2.181249, 1.498168, 0.038569], [-0.555489, -0.499922, -0.471798], [2.345736, -0.170396, 0.012057], [1.093857, -2.069097, 0.012290]],
  "forces_ev_per_a": [[-2.892, 1.631, 0.176], [-0.280, 0.705, -0.628], [-0.053, -2.004, 0.876], [-0.326, 1.806, -2.360], [0.947, 1.658, -0.108], [0.830, 0.112, 1.616], [1.048, -2.713, 0.357], [0.726, -1.195, 0.072]],
  "nbo_charge": [-0.566, 0.344, 0.377, -0.683, -0.339, 0.345, 0.067, -0.546]
}